Record 1
Density functional theory data (ωB97M-V with the def2-TZVPD basis set) for C4H9NS as an isolated structure.

As for the total energy: -610.548095 Eh. The HOMO energy comes out at -8.492 eV. As for the relative energy (zero: lowest compared OMol25 entry of this formula, charge and spin): 5.595 eV.

Structure (XYZ):
```
15
C4H9NS (ωB97M-V with the def2-TZVPD basis set)
S 1.86 0.37 -0.18
N -0.77 -0.58 -0.79
C -0.70 0.26 0.41
C 0.64 -0.44 0.73
C 0.04 -1.53 -0.13
C -0.41 1.67 -0.15
H 0.92 -1.97 -0.65
H -1.32 2.20 -0.85
H -1.75 -0.74 -0.85
H 2.79 -0.83 -0.81
H 0.70 1.76 -0.69
H -1.74 0.37 0.89
H 0.96 -0.87 1.69
H -0.62 -2.11 0.53
H -0.61 2.45 0.85
```

=====

Record 2
Density functional theory data (ωB97M-V with the def2-TZVPD basis set) for the molecule C6H12.

The structure (SMILES) is CC[C@H]1C[C@H]1C. As for the total energy: -235.699070 Eh. The HOMO energy comes out at -7.856 eV. As for the relative energy (zero: lowest compared OMol25 entry of this formula, charge and spin): 3.242 eV.

Structure (XYZ):
```
18
C6H12 (ωB97M-V with the def2-TZVPD basis set)
C 0.05 0.15 -0.90
C 1.15 -1.02 -0.31
C 1.52 0.27 -0.97
C 1.40 -1.08 1.19
C -0.84 0.97 -0.03
C -2.27 0.41 0.11
H 2.46 -1.34 1.37
H 0.80 -1.86 1.66
H -2.88 1.08 0.72
H -0.39 -0.13 -1.87
H -2.27 -0.57 0.58
H 1.89 1.03 -0.28
H -0.38 1.06 0.96
H 2.00 0.30 -1.94
H -0.88 1.97 -0.46
H 1.23 -0.13 1.71
H -2.75 0.31 -0.87
H 0.17 -1.41 -0.66
```

=====

Record 3
Density functional theory data (ωB97M-V with the def2-TZVPD basis set) for a 2-piece molecular cluster, C3H5O2SSi overall.

As for the total energy: -955.438775 Eh. The HOMO energy (alpha / beta) comes out at -4.759 / -4.759 eV. Its total charge is -1. As for the relative energy (zero: lowest compared OMol25 entry of this formula, charge and spin): 1.225 eV.

Structure (XYZ):
```
12
C3H5O2SSi (ωB97M-V with the def2-TZVPD basis set)
S -0.97 -1.03 -1.95
Si -1.16 1.06 -2.04
O 2.35 -0.03 2.05
O 0.75 -1.10 3.23
C 1.30 -0.58 2.25
C 0.24 -0.39 0.98
C 0.26 -1.37 0.17
H -0.22 1.86 -1.30
H -2.15 1.60 -1.09
H -0.18 0.56 0.82
H -1.04 1.69 -3.41
H 0.82 -2.27 0.28
```

=====

Record 4
Density functional theory data (ωB97M-V with the def2-TZVPD basis set) for the molecule C2H5NS2.

As for the total energy: -930.187352 Eh. The HOMO energy (alpha / beta) comes out at -5.498 / -8.669 eV. The expectation value of S² is 2.01. As for the spin multiplicity: 3. As for the relative energy (zero: lowest compared OMol25 entry of this formula, charge and spin): 0.653 eV.

Structure (XYZ):
```
10
C2H5NS2 (ωB97M-V with the def2-TZVPD basis set)
S 0.72 0.08 1.96
S -0.72 -1.36 1.99
N -0.66 1.26 -0.11
C -0.16 0.09 0.40
C 0.48 -0.77 -0.73
H 1.35 -1.17 -0.36
H -0.58 2.11 0.50
H 0.84 0.04 -1.58
H -0.10 -1.62 -1.12
H -1.18 1.32 -0.95
```

=====

Record 5
Density functional theory data (ωB97M-V with the def2-TZVPD basis set) for a 4-piece molecular cluster, C23H31Br6FINO3 overall.

The structure (SMILES) is CCCCc1c(CC(=O)I)cc2c(c1C[C@H](C)F)C(=O)NC2=O.BrCCBr.BrCCBr.BrCCBr. As for the total energy: -17017.112873 Eh. The HOMO energy comes out at -9.230 eV.

Structure (XYZ):
```
66
C23H31Br6FINO3 (ωB97M-V with the def2-TZVPD basis set)
I -1.43 0.72 -3.24
Br 0.16 -3.14 -1.65
Br 0.16 6.18 -0.61
Br 1.11 9.05 -2.73
Br -3.81 -4.12 -0.14
Br -2.04 -7.07 1.16
Br 2.52 -4.53 0.83
F 2.22 -0.92 3.40
O -4.60 -1.95 1.79
O -1.36 3.60 -2.61
O -0.24 -3.40 2.47
N -2.50 -2.96 2.32
C -2.43 -0.91 1.24
C 2.26 3.41 1.23
C 0.95 -5.34 0.00
C -3.39 -1.98 1.82
C 1.55 -1.16 1.04
C -3.20 -5.71 -1.08
C -0.17 0.74 0.24
C 0.56 7.25 -3.24
C -1.58 2.55 -2.10
C -3.40 -6.94 -0.24
C -0.54 6.73 -2.35
C -1.99 2.53 -0.56
C 1.00 1.65 -0.31
C -2.69 0.37 0.63
C 0.99 3.12 0.29
C -1.02 -1.31 1.35
C 3.96 -0.82 1.76
C 2.45 -0.43 2.08
C 3.14 4.58 0.62
C 0.83 -4.96 -1.45
C 0.12 -0.56 0.87
C -1.13 -2.67 2.08
C -1.57 1.18 0.13
H 0.10 -5.59 -1.95
H -3.27 -7.84 -0.84
H -1.64 3.43 -0.01
H 3.95 -1.73 1.09
H -3.73 0.74 0.53
H 1.51 -2.24 1.35
H 0.09 3.31 0.93
H -3.12 2.59 -0.58
H -2.16 -5.53 -1.35
H 0.09 -5.04 0.60
H -1.31 7.47 -2.15
H -2.79 -3.94 2.25
H 1.78 -5.01 -1.99
H 0.21 7.34 -4.26
H 4.52 -1.13 2.67
H 4.49 -0.02 1.18
H 4.15 4.58 1.10
H 2.65 5.58 0.77
H -3.81 -5.76 -1.98
H 2.04 -1.16 0.02
H 1.95 1.10 -0.06
H -0.99 5.84 -2.77
H 2.37 0.68 2.07
H -4.37 -6.97 0.26
H 3.24 4.41 -0.49
H 1.04 3.90 -0.52
H 0.87 1.75 -1.42
H 1.87 3.79 2.21
H 2.85 2.48 1.44
H 1.46 6.63 -3.22
H 1.10 -6.42 0.10
```

=====

Record 6
Density functional theory data (ωB97M-V with the def2-TZVPD basis set) for C23H45CeN2OP2 as an isolated structure.

As for the total energy: -2245.371251 Eh. The HOMO energy (alpha / beta) comes out at -13.660 / -13.681 eV. The expectation value of S² is 0.75. Its total charge is +2. As for the spin multiplicity: 2.

Structure (XYZ):
```
74
C23H45CeN2OP2 (ωB97M-V with the def2-TZVPD basis set)
Ce 0.24 0.39 -0.40
P -1.50 2.30 0.51
P 0.56 -1.69 -2.15
O -2.81 -0.98 -0.25
N -1.18 0.72 -2.17
N 0.78 -0.98 1.76
C 1.78 -2.40 3.95
C -0.60 0.43 -3.47
C 0.05 -1.94 2.37
C -0.51 -1.09 -3.60
C -3.55 3.44 2.08
C -2.22 2.81 -1.09
C -2.08 1.83 -2.27
C 3.36 -1.44 -1.74
C -0.88 5.07 0.82
C 0.24 3.44 2.41
C -2.44 1.32 2.95
C -2.88 2.12 1.71
C -0.33 3.66 1.01
C 0.30 -3.47 -2.18
C 2.54 -1.43 3.34
C -1.74 -0.66 0.04
C 2.02 -0.74 2.26
C 0.50 -2.66 3.46
C 1.54 -4.24 -1.73
C 2.25 -1.26 -2.80
C -0.91 -3.81 -1.30
C 2.54 -2.02 -4.11
C 2.30 -3.16 5.11
H -1.53 -1.37 -3.31
H -0.39 5.75 1.54
H 0.37 0.93 -3.66
H 1.04 4.18 2.60
H 4.13 -0.67 -1.89
H -0.52 3.59 3.19
H 0.06 -3.71 -3.23
H -1.97 5.09 0.97
H -1.24 0.85 -4.28
H 0.50 3.58 0.29
H 2.98 -1.34 -0.71
H -4.40 3.20 2.73
H -3.30 2.91 -0.94
H 2.59 0.04 1.74
H -3.59 1.49 1.15
H -0.21 -1.43 -4.62
H 3.85 -2.42 -1.84
H -2.03 0.34 2.68
H -0.12 -3.41 3.92
H 1.61 3.49 -2.06
H 1.53 -3.81 5.52
H -1.07 -4.90 -1.35
H -0.93 -2.16 2.00
H 1.31 3.93 -2.64
H -1.69 1.86 3.54
H 0.68 2.43 2.51
H 1.70 -2.65 -4.42
H -1.82 -3.32 -1.63
H -3.08 1.39 -2.49
H 2.64 -2.46 5.89
H 1.91 -3.89 -0.75
H -0.63 5.42 -0.20
H 2.21 -0.18 -3.05
H -1.87 3.85 -1.31
H 2.72 -1.28 -4.91
H 3.44 -2.64 -4.03
H -0.72 -3.54 -0.25
H 3.56 -1.19 3.70
H -3.32 1.15 3.59
H 3.16 -3.77 4.80
H -1.76 2.49 -3.10
H -3.94 3.96 1.19
H 1.28 -5.30 -1.62
H 2.36 -4.17 -2.46
H -2.88 4.10 2.65
```

=====

Record 7
Density functional theory data (ωB97M-V with the def2-TZVPD basis set) for a 2-piece molecular cluster, C2F3O2S overall.

As for the total energy: -924.407361 Eh. The HOMO energy comes out at -3.631 eV. Its total charge is -1. As for the relative energy (zero: lowest compared OMol25 entry of this formula, charge and spin): 1.836 eV.

Structure (XYZ):
```
8
C2F3O2S (ωB97M-V with the def2-TZVPD basis set)
S 0.75 -1.42 0.51
F -0.88 1.30 -2.13
F -0.06 1.09 1.48
F -1.64 -0.13 0.58
O 0.82 -2.58 -0.38
O 2.04 -0.71 0.49
C -0.67 0.88 0.28
C -0.35 1.57 -0.82
```

=====

Record 8
Density functional theory data (ωB97M-V with the def2-TZVPD basis set) for the molecule C8F16O2S.

The structure (SMILES) is O=S(=O)(F)[C@]1(F)C(F)(F)C(F)(F)[C@@](F)(C(F)(F)C(F)(F)F)C(F)(F)C1(F)F. As for the total energy: -2451.323665 Eh. The HOMO energy comes out at -12.168 eV. As for the relative energy (zero: lowest compared OMol25 entry of this formula, charge and spin): 0.000 eV.

Structure (XYZ):
```
27
C8F16O2S (ωB97M-V with the def2-TZVPD basis set)
S 2.86 -2.13 0.71
F -1.77 2.47 0.67
F 0.80 2.04 0.75
F 0.16 -2.23 -0.63
F -1.58 2.64 -1.50
F 0.99 2.07 -1.47
F -1.17 0.03 1.79
F -4.12 2.30 -1.10
F 1.98 -0.43 -1.55
F 1.57 -0.20 1.94
F -3.84 0.81 0.50
F 3.06 0.82 -0.12
F -2.08 -1.19 0.35
F -3.39 0.32 -1.64
F 4.24 -1.35 0.82
F -0.02 -2.48 1.47
F -0.78 0.04 -1.74
O 2.84 -2.94 -0.53
O 2.74 -2.99 1.89
C 0.21 -1.52 0.54
C 1.86 0.22 -0.34
C 0.69 1.28 -0.39
C -3.31 1.27 -0.69
C -0.72 0.65 -0.53
C 1.56 -0.82 0.74
C -0.93 -0.45 0.56
C -1.85 1.75 -0.49
```